Below is C36H49B2N12S3Ta as an isolated structure in a non-equilibrium geometry, with properties calculated with the ωB97M-V functional and the def2-TZVPD basis.

DFT total energy: -91383.9222 eV
LUMO level: -12.7 eV
Max |F|: 0.069 hartree/bohr
Energy relative to the best compared isomer or geometry (same formula, charge and spin): 14.4 kcal per mole
Frontier orbital gap: 6.8 eV

Geometry as ORCA input:
```
! RIJCOSX wB97M-V def2-TZVPD def2/J DEFGRID3
* xyz 4 1
Ta 1.84 0.89 -2.46
C -2.15 -2.02 -3.45
C -1.92 -2.07 -2.00
C -2.46 -3.05 -1.19
C -2.33 -3.12 0.21
N -1.63 -2.12 0.79
N -1.09 -1.15 0.01
B -0.16 -0.21 0.77
N -0.45 1.24 0.81
N -1.70 1.34 1.40
C -2.09 2.57 1.78
C -1.35 3.70 1.39
C -0.16 3.63 0.75
C 0.65 4.82 0.25
C 0.34 2.32 0.49
S 1.90 2.14 -0.29
C -3.42 2.67 2.54
C -4.31 3.83 2.01
C -4.21 1.30 2.57
C -3.15 3.14 4.00
N 1.32 -0.56 0.74
N 0.80 -0.80 1.95
C 1.37 -1.52 2.92
C 2.63 -2.10 2.48
C 3.12 -2.00 1.20
C 4.35 -2.70 0.89
C 2.38 -1.23 0.21
S 2.83 -1.17 -1.47
C 0.72 -1.43 4.28
C -0.59 -0.71 4.06
C 1.77 -0.67 5.19
C 0.54 -2.77 4.85
C -1.20 -1.04 -1.31
S -0.59 0.43 -2.19
C -2.86 -4.36 0.96
C -4.38 -4.55 0.78
C -2.63 -4.15 2.48
C -2.06 -5.52 0.47
H -2.46 -2.97 -3.85
H -1.35 -1.59 -4.04
H -2.88 -1.25 -3.77
H -3.02 -3.85 -1.65
H -1.73 4.71 1.55
H 1.58 4.94 0.85
H 0.11 5.70 0.40
H 0.81 4.71 -0.87
H -4.53 3.86 0.92
H -3.94 4.83 2.38
H -5.25 3.58 2.39
H -4.25 0.82 1.48
H -5.23 1.33 2.96
H -3.60 0.63 3.14
H -2.82 4.18 3.96
H -2.37 2.54 4.47
H -4.07 3.06 4.61
H 3.23 -2.52 3.27
H 4.77 -3.16 1.81
H 5.08 -2.05 0.36
H 4.26 -3.42 0.05
H -0.42 0.31 3.82
H -1.11 -0.65 5.04
H -1.34 -1.21 3.36
H 1.95 0.42 4.91
H 2.76 -1.02 5.23
H 1.36 -0.79 6.18
H 0.03 -3.45 4.15
H -0.06 -2.71 5.78
H 1.52 -3.25 5.05
H -5.00 -3.77 1.22
H -4.55 -5.57 1.25
H -4.65 -4.69 -0.29
H -3.16 -3.29 2.84
H -1.57 -4.14 2.71
H -3.04 -4.96 2.99
H -2.32 -5.85 -0.55
H -2.31 -6.38 1.15
H -0.94 -5.34 0.65
C 0.18 4.45 -4.45
C 0.10 3.44 -3.55
N 1.01 2.45 -3.72
N 1.69 2.81 -4.88
C 1.24 3.97 -5.31
B 3.05 2.13 -5.27
N 2.71 0.59 -5.32
C 2.89 -0.36 -6.26
C 2.37 -1.59 -5.85
C 1.98 -1.34 -4.63
N 2.14 -0.06 -4.20
N 3.99 2.33 -4.08
C 5.11 2.97 -4.10
C 5.62 3.07 -2.74
C 4.65 2.43 -2.04
N 3.66 1.94 -2.83
H -0.40 5.32 -4.48
H -0.55 3.34 -2.65
H 1.67 4.48 -6.19
H 3.54 2.48 -6.26
H 3.21 -0.09 -7.28
H 2.58 -2.52 -6.37
H 1.68 -2.02 -3.87
H 5.53 3.30 -5.06
H 6.55 3.47 -2.40
H 4.56 2.28 -0.96
*
```